30
Properties=species:S:1:pos:R:3 method="wB97M-V/def2-TZVPD" spin_multiplicity=4 charge=+3 lumo_ev="-15.02 / -15.21" e_tot_ha=-3558.464573 s2=4.0625
H -0.6302 -2.7362 -0.4739
N -1.6366 0.8111 0.3001
N -3.3355 -2.3462 0.9965
Cl 2.6401 3.4611 -2.8872
H 1.2656 1.7661 -1.9280
C 1.1585 2.4182 -2.7949
H 3.0622 -0.5422 2.7535
O -1.9610 0.9338 1.4819
C 2.0189 -0.4025 2.4705
H 0.9770 -2.7145 -0.0874
O -2.2896 -2.5638 0.4570
O -2.6104 0.9301 -0.3718
H 0.1357 0.8955 -3.9102
Cl 2.1312 2.1189 3.3659
H 0.2957 3.0694 -2.6545
H 0.0926 -1.3238 -0.2833
Cl 2.4867 0.6257 -4.3635
V -4.1832 1.0017 1.2533
H 0.4762 -2.2856 -1.6061
C 0.9916 1.5674 -3.9734
H 2.0800 -0.0568 1.4386
C 1.3486 0.5480 3.4101
Cl 1.1544 -1.9988 2.5603
O -0.5514 0.4083 -0.0068
O -3.9594 -3.1496 1.6617
O -3.8766 -1.2182 0.9680
N 0.2493 -2.2623 -0.6222
H 1.4524 0.1795 4.4307
H 0.2797 0.6342 3.2146
H 0.7376 2.2316 -4.7995